# 1
{
  "formula": "C16H27BFO10P",
  "method": "ωB97M-V/def2-TZVPD",
  "elements": ["C", "C", "B", "O", "P", "C", "C", "O", "O", "C", "C", "O", "O", "C", "C", "O", "F", "H", "H", "H", "H", "H", "H", "H", "H", "H", "H", "H", "H", "H", "H", "H", "O", "C", "O", "C", "C", "C", "H", "H", "H", "H", "H", "H", "O", "C", "O", "C", "C", "C", "H", "H", "H", "H", "H", "H"],
  "coordinates": [[3.208, 0.045, 0.979], [1.740, -0.396, 1.122], [0.749, 0.445, 0.230], [1.195, 0.847, -1.026], [-1.054, 0.845, 0.959], [-1.910, 0.372, -0.658], [-1.982, -1.119, -0.711], [-1.628, -1.817, 0.211], [-2.485, -1.637, -1.862], [-0.553, 2.586, 1.449], [0.174, 3.262, 0.335], [-0.381, 3.652, -0.676], [1.507, 3.357, 0.535], [-2.803, 1.115, 1.807], [-3.525, -0.144, 2.117], [-4.649, -0.429, 1.769], [-2.827, -1.020, 2.869], [3.639, -0.374, 0.083], [3.277, 1.121, 0.904], [3.777, -0.315, 1.820], [1.424, -0.448, 2.155], [1.662, -1.413, 0.728], [1.456, 0.133, -1.606], [-0.831, -0.182, 1.919], [-1.380, 0.691, -1.547], [-2.928, 0.732, -0.750], [-1.850, -2.256, -2.225], [0.012, 2.574, 2.370], [-1.435, 3.172, 1.656], [1.931, 3.218, -0.318], [-3.480, 1.682, 1.187], [-2.682, 1.620, 2.758], [0.659, -3.011, 4.459], [0.200, -3.932, 3.856], [0.699, -5.191, 3.954], [0.020, -6.066, 3.039], [-1.316, -5.391, 2.755], [-0.951, -3.912, 2.869], [0.633, -6.166, 2.140], [-0.087, -7.044, 3.501], [-1.743, -5.672, 1.794], [-2.036, -5.653, 3.531], [-0.592, -3.503, 1.924], [-1.771, -3.308, 3.244], [3.219, 1.389, -3.789], [2.546, 2.265, -4.241], [2.868, 2.922, -5.381], [1.933, 3.989, -5.620], [0.679, 3.603, -4.846], [1.266, 2.837, -3.663], [2.373, 4.921, -5.259], [1.763, 4.073, -6.691], [0.067, 4.457, -4.566], [0.065, 2.932, -5.449], [1.521, 3.501, -2.836], [0.618, 2.043, -3.308]],
  "gap_ev": 8.017,
  "homo_energy_ev": -8.06,
  "smiles": "CCB(O)[PH](CC(=O)O)(CC(=O)O)CC(=O)F.O=C1CCCO1.O=C1CCCO1",
  "lumo_ev": -0.04
}

***

# 2
{
  "formula": "C5H10IN3O2",
  "method": "ωB97M-V/def2-TZVPD",
  "elements": ["C", "C", "C", "C", "C", "N", "N", "N", "O", "O", "I", "H", "H", "H", "H", "H", "H", "H", "H", "H", "H"],
  "coordinates": [[9.430, 0.960, 0.388], [-3.690, -0.073, -0.048], [9.434, -0.345, -0.075], [-3.942, -0.565, 2.394], [-3.515, 0.247, -2.489], [-3.482, 0.153, 1.204], [-4.922, -1.353, -0.593], [-3.334, 0.636, -1.034], [9.354, 2.021, 0.704], [-5.944, -1.082, -0.190], [-1.816, 2.214, -0.802], [8.403, -0.651, -0.397], [10.210, -0.500, -0.842], [9.726, -0.975, 0.715], [-3.328, -1.370, 2.668], [-4.117, 0.043, 3.316], [-4.997, -0.828, 2.165], [-4.112, -0.784, -2.535], [-2.509, 0.261, -2.963], [-4.026, 0.980, -2.954], [-2.824, 1.012, 1.367]],
  "gap_ev": [8.037, 8.036],
  "de_lowest_kcal_mol": 11.27,
  "charge": 2,
  "homo_energy_ev": [-15.06, -15.05],
  "lumo_ev": [-7.02, -7.02]
}

***

# 3
{
  "formula": "C4H5ClS",
  "method": "ωB97M-V/def2-TZVPD",
  "elements": ["C", "C", "C", "C", "S", "Cl", "H", "H", "H", "H", "H"],
  "coordinates": [[-1.532, 1.054, -0.016], [1.951, 0.460, 0.914], [-0.772, -0.272, 0.076], [-0.048, -0.837, -1.085], [0.184, 1.083, 0.958], [3.023, 1.605, 1.428], [-2.226, 0.937, 0.893], [-1.006, -0.958, 0.875], [-0.740, -1.341, -1.776], [0.630, -1.789, -0.841], [0.536, 0.057, -1.426]],
  "gap_ev": [7.290, 7.293],
  "de_lowest_kcal_mol": 166.65,
  "homo_energy_ev": [-8.61, -8.61],
  "smiles": "C[C@@H]1C=S1#CCl",
  "lumo_ev": [-1.32, -1.32]
}

***

# 4
{
  "formula": "C26H29CaN7O4S3Sb",
  "method": "ωB97M-V/def2-TZVPD",
  "elements": ["Ca", "C", "N", "C", "C", "N", "C", "C", "C", "C", "C", "C", "N", "C", "N", "C", "C", "C", "C", "C", "C", "N", "H", "H", "H", "H", "H", "H", "H", "H", "H", "H", "H", "H", "H", "H", "H", "C", "C", "N", "C", "C", "N", "C", "O", "O", "C", "O", "O", "H", "H", "H", "H", "H", "S", "C", "S", "S", "C", "Sb", "C", "C", "H", "H", "H", "H", "H", "H", "H", "H", "H"],
  "coordinates": [[-0.753, 0.830, 0.111], [-1.680, -0.478, 3.251], [-0.329, -0.301, 2.553], [0.705, 0.406, 3.300], [1.527, 1.259, 2.431], [1.302, 1.559, 1.162], [2.484, 2.326, 0.751], [2.938, 2.676, -0.505], [4.188, 3.186, -0.533], [4.982, 3.429, 0.594], [4.446, 3.243, 1.874], [3.213, 2.553, 1.876], [2.667, 1.840, 2.932], [-2.520, 0.714, 2.950], [-2.363, 1.389, 1.881], [-3.295, 2.481, 1.957], [-3.475, 3.494, 1.024], [-4.443, 4.427, 1.302], [-5.147, 4.338, 2.500], [-5.063, 3.283, 3.389], [-4.065, 2.360, 3.145], [-3.480, 1.227, 3.799], [-1.681, -0.683, 4.309], [-2.175, -1.296, 2.715], [0.037, -1.228, 2.378], [1.394, -0.316, 3.784], [0.245, 1.079, 4.022], [2.450, 2.565, -1.459], [4.680, 3.437, -1.452], [5.941, 3.875, 0.376], [4.946, 3.568, 2.756], [2.834, 2.019, 3.924], [-3.026, 3.367, 0.015], [-4.710, 5.154, 0.603], [-5.946, 5.023, 2.657], [-5.811, 3.292, 4.236], [-4.011, 0.637, 4.439], [2.791, -0.982, -0.866], [1.703, -1.926, -0.470], [0.502, -1.485, -0.048], [-0.356, -2.576, 0.076], [0.370, -3.737, -0.144], [1.632, -3.277, -0.506], [0.123, -5.210, -0.126], [-0.983, -5.587, 0.400], [0.942, -5.957, -0.638], [-1.797, -2.348, 0.480], [-2.444, -3.435, 0.745], [-2.144, -1.119, 0.479], [3.682, -1.372, -1.315], [3.038, -0.369, 0.005], [2.261, -0.414, -1.601], [2.287, -4.000, -0.925], [-1.616, -4.744, 0.635], [0.382, 2.951, -3.734], [-0.537, 2.267, -2.472], [-1.021, 3.319, -1.168], [-0.937, 0.598, -2.609], [1.124, -4.415, -4.019], [1.058, -2.261, -3.964], [-1.174, -2.337, -3.890], [1.337, -1.837, -6.078], [0.330, -4.688, -4.718], [0.958, -4.947, -3.099], [1.975, -4.888, -4.543], [-1.564, -3.256, -4.283], [-1.581, -1.479, -4.457], [-1.444, -2.092, -2.874], [1.927, -2.571, -6.606], [1.825, -0.841, -6.254], [0.343, -1.721, -6.458]],
  "gap_ev": 5.010,
  "de_lowest_kcal_mol": 27.48,
  "charge": -1,
  "homo_energy_ev": -3.25,
  "lumo_ev": 1.76
}

***

Values for energy, eV, ordered as above
-50187.6535; -21991.7543; -27579.1256; -103542.4014